1.
The following is a quantum chemistry calculation of a molecular structure, C7H12N2, from the Open Molecules 2025 dataset.

```
21
Properties=species:S:1:pos:R:3:nbo_charge:R:1
C -0.49 -1.48 -1.36 -0.61
C -1.46 1.42 -1.03 -0.65
C -0.14 -0.65 -0.14 -0.09
C -0.75 0.66 0.04 0.17
C 0.61 -1.26 0.85 -0.08
N -0.93 1.07 1.35 -0.82
C 1.24 0.50 -0.38 0.15
C 1.49 -1.71 1.70 -0.44
N 1.94 1.27 0.35 -0.73
H -1.23 2.02 1.52 0.40
H -0.57 0.47 2.08 0.41
H 1.55 1.42 1.28 0.34
H 1.61 0.28 -1.38 0.18
H 0.27 -2.25 -1.52 0.23
H -1.46 -1.94 -1.21 0.24
H -0.53 -0.90 -2.28 0.22
H -2.02 0.78 -1.69 0.23
H -0.74 1.99 -1.64 0.23
H -2.15 2.17 -0.63 0.23
H 2.55 -1.52 1.58 0.19
H 1.22 -2.35 2.53 0.20
```

The energy relative to the best compared isomer or geometry (same formula, charge and spin) comes out at 5.038 eV. The value obtained for the HOMO energy (spin up / spin down) is -6.036 / -6.036 eV. The value obtained for the lowest unoccupied orbital energy (spin up / spin down) is 0.9039 / 0.9040 eV. As for the spin multiplicity: 1. The value obtained for the gap between HOMO and LUMO (spin up / spin down) is 6.94 / 6.94 eV.


2.
The following is a quantum chemistry calculation of a molecular structure, C59H50GeMnN3O5, from the Open Molecules 2025 dataset.

```
119
Properties=species:S:1:pos:R:3:lowdin_spin:R:1
Mn -0.71 -0.35 0.35 3.02
C -2.01 0.60 4.70 0.00
C -1.22 -0.08 3.62 0.00
O -1.88 -0.60 2.66 0.01
C 0.25 -0.11 3.85 0.00
C 0.76 0.03 5.10 0.00
C 2.12 -0.20 5.39 0.00
C 3.00 -0.64 4.38 0.00
C 2.49 -0.65 3.06 0.00
C 1.20 -0.21 2.73 0.00
O 1.00 0.19 1.50 0.02
H -3.02 0.66 4.31 0.00
H -1.55 1.59 4.86 0.00
H -2.11 -0.04 5.64 0.00
H 0.10 0.35 5.88 0.00
H 2.40 -0.02 6.40 0.00
H 4.05 -0.79 4.61 0.00
H 3.18 -0.87 2.26 0.00
C -4.04 4.17 -0.16 0.00
N -3.14 3.27 0.61 0.00
C -2.96 3.63 1.99 0.00
C -2.51 2.25 0.03 0.01
O -1.74 1.47 0.69 0.04
H -4.73 4.66 0.53 0.00
H -4.60 3.48 -0.86 0.00
H -3.43 4.93 -0.70 0.00
H -1.90 3.69 2.29 0.00
H -3.43 2.82 2.69 0.00
H -3.29 4.62 2.13 0.00
H -2.76 2.13 -1.07 0.00
C 0.14 -0.78 -1.39 0.18
C 0.87 -1.31 -2.28 0.10
C 1.67 -2.08 -3.12 0.24
C 2.34 -3.27 -2.54 0.01
C 1.79 -3.97 -1.46 0.04
C 2.55 -5.01 -0.83 0.00
C 3.83 -5.28 -1.20 0.04
C 4.38 -4.68 -2.38 -0.01
C 3.65 -3.66 -3.01 0.03
C 1.78 -1.70 -4.50 0.02
C 2.20 -2.56 -5.52 0.06
C 2.09 -2.32 -6.88 0.00
C 1.44 -1.13 -7.25 0.08
C 1.06 -0.20 -6.26 0.00
C 1.17 -0.49 -4.92 0.06
H 0.81 -3.68 -1.04 0.00
H 2.03 -5.54 -0.05 0.00
H 4.38 -6.04 -0.65 0.00
H 5.35 -4.88 -2.78 0.00
H 4.14 -3.08 -3.79 0.00
H 2.69 -3.47 -5.26 0.00
H 2.41 -3.01 -7.62 0.00
H 1.20 -0.95 -8.30 0.01
H 0.64 0.79 -6.52 0.00
H 0.69 0.22 -4.27 0.01
O -3.36 -0.82 -1.69 0.01
C -2.95 -1.79 -1.11 0.01
N -3.48 -3.09 -1.16 0.00
C -3.01 -3.85 -0.01 0.00
C -1.77 -3.06 0.37 0.00
O -0.73 -3.45 0.91 0.01
N -1.99 -1.78 -0.09 0.00
C -2.70 -5.28 -0.42 0.00
C -3.42 -6.31 0.11 0.00
C -3.16 -7.63 -0.32 0.00
C -2.21 -7.88 -1.26 0.00
C -1.42 -6.82 -1.77 0.00
C -1.76 -5.50 -1.43 0.00
C -3.90 -3.69 1.20 0.00
C -5.22 -3.14 1.13 0.00
C -6.02 -2.94 2.21 0.00
C -5.58 -3.34 3.47 0.00
C -4.34 -3.92 3.57 0.00
C -3.43 -4.04 2.50 0.00
H -4.14 -3.40 -1.85 0.00
H -4.23 -6.10 0.74 0.00
H -3.75 -8.48 0.01 0.00
H -2.05 -8.88 -1.58 0.00
H -0.60 -7.08 -2.47 0.00
H -1.30 -4.63 -1.87 0.00
H -5.57 -2.85 0.15 0.00
H -7.06 -2.63 2.06 0.00
H -6.22 -3.32 4.32 0.00
H -3.96 -4.25 4.51 0.00
H -2.53 -4.57 2.56 0.00
C 0.58 5.31 -3.91 0.00
C 0.33 3.91 -3.73 0.00
C 0.71 3.34 -2.50 0.00
C 1.15 4.10 -1.43 0.00
C 1.26 5.48 -1.58 0.00
C 1.03 6.01 -2.85 0.00
Ge 1.72 3.33 0.35 0.00
C 3.73 3.59 0.32 0.00
C 4.46 2.45 0.58 0.00
C 5.84 2.56 0.72 0.00
C 6.49 3.75 0.45 0.00
C 5.77 4.86 0.12 0.00
C 4.40 4.79 0.04 0.00
C 1.16 4.86 1.49 0.00
C -0.03 5.57 1.36 0.00
C -0.42 6.50 2.34 0.00
C 0.43 6.85 3.35 0.00
C 1.63 6.15 3.48 0.00
C 1.98 5.14 2.60 0.00
H 0.22 5.81 -4.81 0.00
H 0.11 3.33 -4.61 0.00
H 0.67 2.24 -2.45 0.00
H 1.39 6.10 -0.66 0.00
H 1.18 7.10 -2.94 0.00
H 3.99 1.50 0.83 0.00
H 6.40 1.65 0.96 0.00
H 7.56 3.91 0.54 0.00
H 6.16 5.85 -0.14 0.00
H 3.78 5.62 -0.31 0.00
H -0.74 5.29 0.58 0.00
H -1.39 7.05 2.32 0.00
H 0.17 7.66 4.04 0.00
H 2.37 6.31 4.27 0.00
H 2.96 4.64 2.71 0.00
```

The energy relative to the best compared isomer or geometry (same formula, charge and spin) comes out at 0.354 eV. The value obtained for the HOMO energy (spin up / spin down) is -0.570 / -0.567 eV. The value obtained for the lowest unoccupied orbital energy (spin up / spin down) is 3.8986 / 3.8970 eV. Its expectation value of S² is 6.065. Its charge is -2. As for the spin multiplicity: 5. The value obtained for the gap between HOMO and LUMO (spin up / spin down) is 4.47 / 4.46 eV.


3.
The following is a quantum chemistry calculation of a molecular structure, C12H10BrCl3O2Sr, from the Open Molecules 2025 dataset.

```
29
Properties=species:S:1:pos:R:3:nbo_charge:R:1
C 1.97 -0.96 -0.29 -0.49
C 2.83 0.08 -0.78 -0.38
C 3.52 0.63 0.33 -0.34
H 2.99 0.32 -1.83 0.19
C 3.12 -0.06 1.50 -0.34
C 2.15 -1.04 1.12 -0.37
H 1.68 -1.79 1.77 0.20
H 1.44 -1.68 -0.92 0.21
H 4.25 1.44 0.28 0.19
H 3.49 0.11 2.51 0.18
Sr -0.54 0.66 -0.41 1.82
Br -2.27 0.39 -2.59 -0.92
C -3.74 -1.65 1.02 -0.41
C -3.06 -2.63 1.82 -0.38
C -2.49 -3.60 0.94 -0.37
H -3.04 -2.66 2.91 0.17
C -2.82 -3.23 -0.40 -0.37
C -3.65 -2.07 -0.34 -0.35
H -4.13 -1.58 -1.19 0.20
H -4.27 -0.78 1.39 0.18
H -1.96 -4.50 1.24 0.17
H -2.52 -3.76 -1.30 0.18
Cl 1.80 5.43 0.34 0.01
C 1.37 4.53 -1.13 -0.20
Cl 0.70 5.61 -2.37 0.02
Cl 2.78 3.65 -1.80 0.02
C 0.35 3.38 -0.69 0.71
O 0.40 2.88 0.49 -0.78
O -0.35 2.86 -1.61 -0.75
```

The value obtained for the HOMO energy is -0.691 eV. The value obtained for the lowest unoccupied orbital energy is 4.2241 eV. Its charge is -2. As for the spin multiplicity: 1. The value obtained for the gap between HOMO and LUMO is 4.91 eV.


4.
The following is a quantum chemistry calculation of 5 unconnected molecules or ions with the total composition C3H16O5, from the Open Molecules 2025 dataset.

```
24
Properties=species:S:1:pos:R:3:nbo_charge:R:1
C -2.10 0.59 0.33 -0.08
O -1.01 1.28 -0.32 -0.74
C -1.44 -0.39 1.27 -0.42
C -1.02 0.32 2.59 -0.60
H -2.85 1.29 0.68 0.17
H -2.54 0.05 -0.50 0.19
H -0.43 1.65 0.35 0.48
H -2.12 -1.18 1.61 0.21
H -0.50 -0.80 0.91 0.21
H -1.86 0.88 2.99 0.20
H -0.73 -0.36 3.39 0.21
H -0.20 1.00 2.39 0.19
H -1.32 -0.92 -2.39 0.47
H -0.39 -1.03 -1.17 0.47
O -1.01 -1.53 -1.71 -0.94
H 2.97 -1.05 -2.82 0.48
H 2.35 -2.44 -3.10 0.48
O 2.80 -1.91 -2.43 -0.96
H 1.43 -0.72 -0.34 0.46
H 2.63 -1.59 -0.02 0.49
O 2.12 -0.85 0.31 -0.95
H 1.61 3.30 -0.94 0.47
H 2.20 2.03 -0.33 0.48
O 1.40 2.38 -0.73 -0.94
```

The energy relative to the best compared isomer or geometry (same formula, charge and spin) comes out at 1.016 eV. The value obtained for the HOMO energy is -10.090 eV. The value obtained for the lowest unoccupied orbital energy is 0.4512 eV. Its SMILES is CCCO.O.O.O.O. As for the spin multiplicity: 1. The value obtained for the gap between HOMO and LUMO is 10.54 eV.


5.
The following is a quantum chemistry calculation of CH3NO2 in the gas phase, from the Open Molecules 2025 dataset.

```
7
Properties=species:S:1:pos:R:3:nbo_charge:R:1
C 0.02 -0.51 -0.75 0.47
H -0.05 1.69 0.43 0.48
H 0.56 -0.77 1.21 0.37
H 0.47 -1.44 -0.97 0.13
N -0.04 -0.23 0.59 -0.32
O -0.45 1.00 1.02 -0.53
O -0.50 0.25 -1.54 -0.60
```

The energy relative to the best compared isomer or geometry (same formula, charge and spin) comes out at 2.738 eV. The value obtained for the HOMO energy is -9.953 eV. The value obtained for the lowest unoccupied orbital energy is 0.8019 eV. Its SMILES is O=CNO. As for the spin multiplicity: 1. The value obtained for the gap between HOMO and LUMO is 10.76 eV.


6.
The following is a quantum chemistry calculation of 3 unconnected molecules or ions with the total composition C27H51ClFN3O14P2SSi, from the Open Molecules 2025 dataset.

```
101
Properties=species:S:1:pos:R:3:mulliken_charge:R:1
C -3.70 -0.74 -0.93 -0.96
C -2.24 -0.64 -0.12 0.06
C -0.98 -0.88 -1.20 0.24
Cl -1.01 -2.70 -1.55 -0.11
C 0.45 -0.24 -0.72 1.49
C 0.57 -0.25 0.93 -0.33
C 0.45 -1.71 1.65 0.25
C -0.67 -1.59 2.89 -0.96
O 1.74 -2.01 2.36 -0.51
C 1.65 -1.10 -1.51 -0.82
C 2.36 -2.50 -1.05 -0.03
O 2.06 -3.74 -1.42 -0.57
O 3.52 -2.36 -0.11 -0.55
N 2.10 -0.44 -2.67 1.02
P 3.39 -1.29 -3.57 0.51
O 3.85 -0.51 -4.91 -0.76
O 2.87 -2.87 -4.20 -0.43
O 4.91 -1.43 -2.65 -0.42
C 1.45 0.94 -2.94 1.10
C 2.47 2.07 -3.61 -0.75
O 3.81 2.09 -3.39 -0.55
N 1.99 3.24 -4.49 -0.01
C 3.09 4.32 -4.37 0.60
O 3.27 5.07 -3.27 -0.42
F 4.06 4.53 -5.48 -0.25
P 0.21 0.57 -4.32 0.02
N 1.06 0.21 -5.89 -0.64
O -0.76 1.99 -4.76 -0.46
C 0.91 1.24 -1.38 -0.32
C 2.07 2.10 -0.59 -1.66
C 3.49 1.40 -0.29 0.19
O 4.55 2.46 -0.40 -0.36
Si 5.74 2.31 0.87 0.57
C 6.22 0.51 1.35 -0.84
C 7.38 3.12 0.16 -1.05
C 5.18 3.42 2.34 -0.90
S -0.53 2.49 -1.20 1.65
C -0.10 4.22 -1.82 -0.67
O -0.96 2.68 0.31 -0.70
O -1.82 2.11 -1.94 -0.68
H -4.20 -1.79 -0.65 0.08
H -3.56 -0.77 -2.10 0.27
H -4.46 0.07 -0.56 0.32
H -2.17 0.38 0.45 0.21
H -2.22 -1.60 0.58 0.21
H -1.41 -0.41 -2.21 0.13
H 1.61 0.19 1.33 -0.21
H -0.24 0.45 1.46 0.31
H 0.27 -2.62 0.95 0.37
H -0.91 -2.64 3.35 0.46
H -1.62 -0.97 2.58 -0.05
H -0.13 -0.96 3.74 0.30
H 1.54 -2.90 2.81 0.38
H 3.66 -3.46 -3.96 0.36
H 5.45 -2.16 -3.12 0.37
H 2.04 2.97 -5.50 0.38
H 1.40 -0.80 -5.87 0.35
H 1.85 0.87 -6.05 0.28
H -1.73 1.69 -4.89 0.34
H 2.31 3.15 -1.06 0.42
H 1.60 2.35 0.48 0.74
H 3.84 0.55 -1.00 -0.54
H 3.53 1.08 0.86 0.34
H 5.36 0.12 2.08 0.23
H 7.21 0.54 1.97 0.34
H 6.22 -0.24 0.45 0.24
H 7.90 2.26 -0.49 0.24
H 7.16 3.99 -0.60 0.29
H 8.15 3.40 1.00 0.29
H 5.50 4.54 2.07 0.25
H 3.99 3.46 2.40 0.21
H 5.67 3.17 3.37 0.32
H -0.98 4.64 -2.50 0.31
H -0.08 4.95 -0.87 0.37
H 0.95 4.31 -2.31 0.04
C -4.31 -0.07 6.62 -0.54
C -4.09 0.44 5.22 -0.45
C -2.70 1.04 5.32 -0.10
O -1.99 0.27 6.30 -0.41
C -2.93 -0.56 7.00 -0.41
H -5.07 -0.86 6.68 0.33
H -4.61 0.75 7.28 0.26
H -4.09 -0.40 4.51 0.16
H -4.84 1.16 4.89 0.38
H -2.74 2.08 5.66 0.30
H -2.16 1.00 4.37 -0.04
H -2.77 -1.59 6.68 0.25
H -2.74 -0.50 8.08 0.27
C -7.07 -5.10 -0.98 -0.58
C -8.16 -4.53 -0.11 -0.51
C -7.36 -3.86 0.99 -0.47
O -6.12 -3.44 0.41 -0.33
C -6.00 -4.04 -0.88 -0.42
H -7.39 -5.29 -2.01 0.33
H -6.71 -6.04 -0.55 0.27
H -8.73 -3.77 -0.67 0.26
H -8.87 -5.28 0.27 0.32
H -7.13 -4.57 1.80 0.27
H -7.88 -3.00 1.42 0.26
H -6.15 -3.26 -1.63 0.29
H -4.99 -4.46 -1.00 0.30
```

The energy relative to the best compared isomer or geometry (same formula, charge and spin) comes out at 12.970 eV. The value obtained for the HOMO energy is -9.099 eV. The value obtained for the lowest unoccupied orbital energy is -2.3418 eV. As for the spin multiplicity: 1. The value obtained for the gap between HOMO and LUMO is 6.76 eV.


7.
The following is a quantum chemistry calculation of a molecular structure, C30H33BCrNO3, from the Open Molecules 2025 dataset.

```
69
Properties=species:S:1:pos:R:3:lowdin_spin:R:1
O -2.96 3.03 -0.02 0.06
C -3.20 2.06 -0.64 0.04
Cr -3.48 0.61 -1.80 0.84
C -1.65 0.78 -2.21 -0.01
O -0.52 0.99 -2.45 0.00
C -3.53 1.90 -3.21 0.00
O -3.34 2.74 -4.00 0.02
C -5.53 -0.04 -1.93 0.01
C -5.18 -0.07 -0.57 0.02
C -4.04 -0.74 -0.16 0.02
C -3.18 -1.35 -1.10 0.00
C -1.79 -1.57 -0.77 -0.03
C -0.57 -1.70 -0.61 -0.01
C 0.76 -2.01 -0.32 -0.02
C 1.68 -2.01 -1.46 0.05
C 1.12 -1.88 -2.75 0.01
C 1.90 -1.89 -3.90 0.01
C 3.30 -1.94 -3.78 0.05
C 3.88 -2.06 -2.52 0.00
C 3.09 -2.12 -1.37 0.03
C 0.99 -2.60 1.00 0.20
C -0.12 -3.22 1.63 -0.01
C 0.06 -4.08 2.72 0.20
C 1.34 -4.26 3.25 0.18
C 2.42 -3.53 2.75 0.00
C 2.22 -2.64 1.69 0.20
C -3.62 -1.44 -2.45 0.00
C -4.78 -0.80 -2.86 0.01
H -6.39 0.54 -2.26 0.00
H -5.78 0.48 0.15 0.00
H -3.72 -0.75 0.89 0.00
H 0.05 -1.77 -2.83 0.00
H 1.41 -1.83 -4.86 0.00
H 3.92 -1.90 -4.68 0.00
H 4.98 -2.10 -2.42 0.00
H 3.56 -2.24 -0.40 0.00
H -1.12 -3.06 1.22 0.00
H -0.81 -4.59 3.12 0.01
H 1.49 -4.97 4.07 0.01
H 3.42 -3.65 3.17 0.00
H 3.02 -1.95 1.41 0.00
H -2.98 -1.96 -3.16 0.00
H -5.07 -0.82 -3.91 0.00
C 2.53 3.17 3.41 0.00
C 1.95 3.39 2.01 0.00
N 1.11 2.25 1.43 0.01
C 0.01 1.91 2.43 0.00
C -0.85 0.71 2.07 0.00
C 0.46 2.84 0.19 0.00
C 1.46 3.52 -0.73 0.00
B 2.00 0.96 1.02 0.05
H 1.28 0.05 0.47 0.03
H 3.09 4.09 3.65 0.00
H 1.74 3.05 4.17 0.00
H 3.23 2.32 3.44 0.00
H 1.30 4.27 2.00 0.00
H 2.77 3.56 1.30 0.00
H 0.50 1.77 3.40 0.00
H -0.62 2.82 2.50 0.00
H -1.47 0.50 2.95 0.00
H -1.52 0.91 1.22 0.00
H -0.27 -0.20 1.86 0.00
H -0.06 2.02 -0.32 0.00
H -0.29 3.56 0.55 0.00
H 1.02 3.52 -1.73 0.00
H 1.61 4.57 -0.42 0.00
H 2.44 3.02 -0.78 0.00
H 2.83 1.36 0.22 0.03
H 2.51 0.48 2.02 0.00
```

The energy relative to the best compared isomer or geometry (same formula, charge and spin) comes out at 1.324 eV. The value obtained for the HOMO energy (spin up / spin down) is -17.886 / -17.389 eV. The value obtained for the lowest unoccupied orbital energy (spin up / spin down) is -11.4073 / -13.4480 eV. Its expectation value of S² is 2.058. Its charge is +3. As for the spin multiplicity: 3. The value obtained for the gap between HOMO and LUMO (spin up / spin down) is 6.48 / 3.94 eV.


One value per record, in order, for electronic energy: -10428.4392 -164535.4181 -125149.3966 -13607.4935 -6668.9260 -114476.5681 -68343.1811 eV.